ORCA calculation (ωB97M-V/def2-TZVPD) on C21H19F3N4O2S in the gas phase at a distorted geometry.

Calculated values
HOMO = -8.0 eV
SMILES string = CCOc1ccc(/C=N/NC(=O)Cc2csc(Nc3cccc(C(F)(F)F)c3)n2)cc1

```
! wB97M-V def2-TZVPD RIJCOSX def2/J DEFGRID3
* xyz 0 1
C -5.0194 -1.5868 1.7739
C -4.8868 -0.1225 1.3653
O -3.5386 0.2922 1.2583
C -2.8078 -0.0344 0.1638
C -3.2730 -0.7265 -0.9520
C -2.4219 -0.9833 -2.0097
C -1.0915 -0.5698 -1.9850
C -0.2144 -0.8655 -3.0931
N 1.0233 -0.5718 -3.0530
N 1.8176 -0.8617 -4.0915
C 3.1714 -0.6880 -4.0478
O 3.8624 -0.9773 -4.9975
C 3.6880 -0.1332 -2.7355
C 3.2816 -1.0050 -1.5910
C 3.3703 -2.3593 -1.5596
S 2.7417 -2.9828 -0.0753
C 2.4062 -1.3126 0.4013
N 1.8252 -1.0916 1.6082
C 1.4184 0.1146 2.1471
C 0.6739 0.0974 3.3288
C 0.2343 1.2752 3.8992
C 0.5268 2.4931 3.3089
C 1.2796 2.5072 2.1411
C 1.5732 3.8300 1.4922
F 1.9347 4.7701 2.3841
F 2.5542 3.7746 0.5825
F 0.4944 4.3269 0.8526
C 1.7300 1.3371 1.5538
N 2.7466 -0.4365 -0.4748
C -0.6322 0.1318 -0.8637
C -1.4745 0.3943 0.1878
H -4.5795 -2.2420 1.0259
H -4.5077 -1.7528 2.7185
H -6.0693 -1.8402 1.8920
H -5.4282 0.0745 0.4323
H -5.3052 0.5186 2.1462
H -4.2950 -1.0658 -1.0147
H -2.7986 -1.5209 -2.8685
H -0.6595 -1.3617 -3.9656
H 1.4269 -1.2788 -4.9416
H 3.2644 0.8577 -2.5698
H 4.7747 -0.0565 -2.8041
H 3.7559 -3.0224 -2.3060
H 1.5803 -1.9191 2.1329
H 0.4368 -0.8486 3.7939
H -0.3451 1.2463 4.8087
H 0.1836 3.4178 3.7446
H 2.3142 1.3546 0.6489
H 0.3938 0.4607 -0.8458
H -1.1360 0.9427 1.0526
*
```

natural (NBO) population analysis, charges in e, atoms 1 to 5:
1. C -0.637
2. C -0.063
3. O -0.490
4. C 0.311
5. C -0.277

---

ORCA calculation (ωB97M-V/def2-TZVPD) on C21H19FN2O5S in the gas phase at a distorted geometry.

Calculated values
HOMO = -8.1 eV
SMILES string = COC(=O)c1cc(=O)n(Cc2ccc(OC)c(OC)c2)/c(=N/c2ccc(F)cc2)s1

```
! wB97M-V def2-TZVPD RIJCOSX def2/J DEFGRID3
* xyz 0 1
C 5.9881 -1.9638 -1.9355
O 4.8940 -1.3905 -1.2327
C 5.1247 -0.2295 -0.6249
O 6.1757 0.3540 -0.6310
C 3.9013 0.2627 0.0727
C 3.9199 1.4268 0.7402
C 2.7754 2.0600 1.3838
O 2.8226 3.2015 1.7948
N 1.6094 1.3157 1.5035
C 0.4452 1.9771 2.1098
C -0.7009 1.9569 1.1370
C -0.5907 2.6053 -0.0824
C -1.6115 2.5169 -1.0118
C -2.7612 1.7764 -0.7632
O -3.7978 1.6783 -1.6564
C -3.6934 2.3410 -2.8915
C -2.8738 1.1011 0.4681
O -3.9151 0.3314 0.8896
C -4.8421 -0.2043 -0.0287
C -1.8426 1.2173 1.3935
C 1.3856 0.0237 1.1220
N 0.3884 -0.5926 1.5712
C -0.1558 -1.7754 1.1352
C -0.4901 -1.9618 -0.2081
C -1.1483 -3.1068 -0.6101
C -1.4627 -4.0650 0.3362
F -2.1030 -5.1890 -0.0563
C -1.1485 -3.9017 1.6741
C -0.5035 -2.7490 2.0727
S 2.5176 -0.7674 -0.0629
H 5.6204 -2.8936 -2.3606
H 6.3278 -1.2866 -2.7215
H 6.8175 -2.1532 -1.2513
H 4.8381 1.9971 0.7646
H 0.1784 1.4524 3.0286
H 0.7627 2.9970 2.3375
H 0.2904 3.1858 -0.3123
H -1.5030 3.0422 -1.9469
H -4.6190 2.1154 -3.4195
H -3.6071 3.4247 -2.7629
H -2.8454 1.9737 -3.4787
H -5.4298 -0.9196 0.5465
H -4.3393 -0.7249 -0.8470
H -5.5010 0.5635 -0.4386
H -1.9578 0.6882 2.3253
H -0.2543 -1.1881 -0.9234
H -1.4185 -3.2631 -1.6426
H -1.4161 -4.6679 2.3843
H -0.2513 -2.5923 3.1094
*
```

natural (NBO) population analysis, charges in e, atoms 1 to 5:
1. C -0.260
2. O -0.495
3. C 0.758
4. O -0.562
5. C -0.239

---

ORCA calculation (ωB97M-V/def2-TZVPD) on C21H19FN2O5S in the gas phase at a distorted geometry.

Calculated values
HOMO = -8.2 eV
SMILES string = O=C(CN(C(=O)[C@@H]1CSC(=O)C1)c1cccc(F)c1)NCc1ccc2c(c1)OCO2

```
! wB97M-V def2-TZVPD RIJCOSX def2/J DEFGRID3
* xyz 0 1
O 0.6523 1.9325 -0.8876
C 0.5265 1.0040 -0.1158
C -0.3238 1.1155 1.1623
N -1.6470 0.5349 0.9622
C -1.7707 -0.8096 1.0265
O -0.8297 -1.5248 1.3284
C -3.1137 -1.3912 0.6011
C -3.2991 -2.8009 1.1456
S -4.5456 -3.5924 0.0748
C -4.2202 -2.5184 -1.2913
O -4.7801 -2.5954 -2.3438
C -3.1370 -1.5261 -0.9212
C -2.6943 1.4366 0.6396
C -3.7699 1.5968 1.5081
C -4.7820 2.4892 1.2011
C -4.7273 3.2406 0.0401
C -3.6347 3.0882 -0.7953
F -3.5658 3.8234 -1.9167
C -2.6117 2.1988 -0.5187
N 1.0598 -0.2119 -0.2975
C 1.9129 -0.5299 -1.4267
C 3.3510 -0.6581 -0.9930
C 3.9704 -1.8950 -0.9312
C 5.2919 -2.0355 -0.5106
C 5.9561 -0.8903 -0.1485
C 5.3345 0.3603 -0.1992
C 4.0364 0.5028 -0.6170
O 6.2169 1.3214 0.2142
C 7.4179 0.6434 0.5129
O 7.2420 -0.7404 0.2955
H 0.1652 0.5839 1.9827
H -0.4431 2.1695 1.4144
H -3.9431 -0.7569 0.9177
H -3.6629 -2.8161 2.1703
H -2.3683 -3.3662 1.0841
H -3.3172 -0.5798 -1.4324
H -2.1877 -1.9373 -1.2811
H -3.8018 1.0318 2.4278
H -5.6150 2.6068 1.8764
H -5.5045 3.9421 -0.2158
H -1.7641 2.1251 -1.1818
H 0.8821 -0.9356 0.3876
H 1.8060 0.2926 -2.1393
H 1.5667 -1.4592 -1.8863
H 3.4226 -2.7783 -1.2225
H 5.7742 -2.9973 -0.4694
H 3.5602 1.4681 -0.6601
H 7.6892 0.8196 1.5660
H 8.2253 1.0188 -0.1366
*
```

natural (NBO) population analysis, charges in e, atoms 1 to 5:
1. O -0.641
2. C 0.663
3. C -0.307
4. N -0.469
5. C 0.722

---

ORCA calculation (ωB97M-V/def2-TZVPD) on C21H19N3O3 in the gas phase at a distorted geometry.

Calculated values
HOMO = -8.2 eV
SMILES string = O=C1Nc2ccccc2Nc2cc(-c3ccnc(OCCCO)c3)ccc21

```
! wB97M-V def2-TZVPD RIJCOSX def2/J DEFGRID3
* xyz 0 1
O -1.3953 -3.8862 4.0508
C -1.3568 -3.7371 2.8841
N -1.8695 -4.7371 2.0717
C -1.9794 -4.7546 0.6878
C -2.9753 -5.5569 0.0251
C -3.0326 -5.6472 -1.3441
C -2.0356 -4.9320 -2.1129
C -0.8857 -4.2951 -1.4500
C -0.9077 -4.1935 -0.0931
N 0.1677 -3.4707 0.4676
C -0.0468 -2.3597 1.2404
C 0.4812 -1.0966 0.8371
C 0.3082 0.0704 1.6051
C 0.8041 1.3616 1.1636
C 1.9232 2.0761 1.7346
C 2.4165 3.3052 1.3144
N 1.7086 3.9895 0.3672
C 0.7059 3.3681 -0.2978
O 0.0599 3.7891 -1.4187
C 0.1128 5.1741 -1.6966
C 0.9602 5.2871 -3.0416
C 2.4059 4.8236 -2.8834
O 3.1152 5.4475 -1.8330
C 0.3189 2.0864 0.0620
C -0.4153 -0.0185 2.8415
C -0.9366 -1.2936 3.1778
C -0.8394 -2.4986 2.3768
H -2.0427 -5.6353 2.5373
H -3.7006 -6.1248 0.6122
H -3.8838 -6.0582 -1.8682
H -2.0248 -4.9380 -3.1599
H -0.0980 -3.9162 -1.9924
H 1.1207 -3.5024 -0.0461
H 0.9249 -1.1530 -0.2051
H 2.4582 1.5738 2.4838
H 3.3661 3.7831 1.6906
H 0.7133 5.6981 -0.9372
H -0.8725 5.6904 -1.9220
H 1.1277 6.2649 -3.4627
H 0.3468 4.6461 -3.7751
H 2.6201 3.7792 -2.8806
H 2.9266 5.1462 -3.7678
H 2.7415 5.2816 -0.9105
H -0.4465 1.6791 -0.5089
H -0.5486 0.9146 3.2989
H -1.5409 -1.4303 4.0770
*
```

natural (NBO) population analysis, charges in e, atoms 1 to 5:
1. O -0.571
2. C 0.672
3. N -0.617
4. C 0.126
5. C -0.213

---

ORCA calculation (ωB97M-V/def2-TZVPD) on C21H19NO2 in the gas phase.

Calculated values
HOMO = -8.0 eV
SMILES string = CCOc1ccccc1NC(=O)c1ccccc1-c1ccccc1

```
! wB97M-V def2-TZVPD RIJCOSX def2/J DEFGRID3
* xyz 0 1
C 0.0755 -0.4771 -3.7370
C 0.5528 -1.5992 -2.8291
O 0.0420 -1.3499 -1.5358
C 0.2697 -2.2711 -0.5461
C 0.9679 -3.4554 -0.7022
C 1.1252 -4.3182 0.3742
C 0.5885 -4.0031 1.6059
C -0.1080 -2.8175 1.7789
C -0.2690 -1.9451 0.7152
N -0.9232 -0.7161 0.8112
C -1.3300 -0.0537 1.9302
O -1.4159 -0.5452 3.0369
C -1.7168 1.3671 1.6582
C -2.9176 1.8249 2.1867
C -3.3387 3.1222 1.9615
C -2.5479 3.9786 1.2131
C -1.3391 3.5395 0.7056
C -0.9009 2.2356 0.9212
C 0.4176 1.8173 0.4106
C 0.7893 2.1016 -0.9005
C 2.0212 1.6985 -1.3835
C 2.8958 1.0040 -0.5659
C 2.5415 0.7304 0.7450
C 1.3157 1.1397 1.2333
H 0.4223 0.4785 -3.3548
H 0.4628 -0.6251 -4.7409
H -1.0107 -0.4642 -3.7725
H 0.1858 -2.5657 -3.2003
H 1.6508 -1.6256 -2.7977
H 1.3985 -3.7188 -1.6554
H 1.6719 -5.2387 0.2354
H 0.7098 -4.6763 2.4403
H -0.5242 -2.5557 2.7371
H -0.9192 -0.2039 -0.0615
H -3.5159 1.1426 2.7718
H -4.2770 3.4658 2.3703
H -2.8673 4.9950 1.0352
H -0.7080 4.2202 0.1524
H 0.0983 2.6242 -1.5474
H 2.3009 1.9259 -2.4026
H 3.8532 0.6808 -0.9474
H 3.2231 0.1956 1.3897
H 1.0491 0.9378 2.2606
*
```

natural (NBO) population analysis, charges in e, atoms 1 to 5:
1. C -0.619
2. C -0.057
3. O -0.524
4. C 0.262
5. C -0.285

---

ORCA calculation (ωB97M-V/def2-TZVPD) on a molecular structure, C21H20AlBr2Cl3GeN4OS at a distorted geometry.

Calculated values
HOMO (spin up / spin down) = -16.7 / -18.0 eV
expectation value of S² = 0.75

```
! wB97M-V def2-TZVPD RIJCOSX def2/J DEFGRID3
* xyz 3 2
Al 6.3267 4.2071 17.8581
O 6.3582 5.9125 18.7984
C 5.5701 6.2751 20.0084
C 6.3367 5.7527 21.2177
C 6.7100 4.2680 21.0649
C 5.5271 3.4717 20.6379
C 4.7041 2.8437 21.5398
C 3.6056 2.1301 21.1262
C 3.3914 2.0060 19.7660
C 4.2303 2.6737 18.8953
N 5.2661 3.4366 19.3228
H 7.2487 6.2637 18.9253
H 4.5680 5.8739 19.8558
H 5.4734 7.3576 19.9809
H 5.6805 5.7962 22.0601
H 7.2590 6.3688 21.3913
H 6.9643 3.8827 22.0464
H 7.5374 4.0518 20.3723
H 4.8680 2.9325 22.5772
H 2.8759 1.7568 21.8246
H 2.6440 1.3473 19.3568
H 4.0448 2.4763 17.8636
Br 5.6681 -0.9607 13.8250
C 5.9493 0.4360 14.9869
C 6.2886 0.2240 16.3405
C 6.4115 1.2674 17.2117
N 6.2661 2.5370 16.8175
C 5.9610 2.7492 15.5289
C 5.7701 1.7770 14.5857
C 5.8362 4.1640 15.1508
C 5.9555 4.6462 13.8602
C 5.7782 6.0091 13.6731
Br 6.0038 6.6875 11.9659
C 5.4386 6.8720 14.7425
C 5.4682 6.3064 15.9932
N 5.6991 4.9933 16.2158
H 6.3985 -0.7478 16.7490
H 6.5430 1.0852 18.2619
H 5.5173 1.9965 13.5337
H 6.2268 3.9875 13.0036
H 5.1820 7.9056 14.6534
H 5.3018 6.8943 16.8948
S 10.7967 4.0410 18.0373
C 10.2316 5.2191 16.9221
C 8.8834 5.2450 16.8549
N 8.2587 4.3360 17.6887
C 9.1582 3.6438 18.3489
H 10.9737 5.8348 16.3828
H 8.3296 5.8872 16.2196
H 8.8472 2.8840 19.0031
Cl 2.0631 2.7773 16.0123
Ge 2.2027 4.5950 17.1760
Cl 1.4374 6.1345 15.9412
Cl 0.9922 4.4878 18.9307
*
```

natural (NBO) population analysis, charges in e, atoms 1 to 5:
1. Al 2.045
2. O -0.822
3. C -0.067
4. C -0.437
5. C -0.434

---

ORCA calculation (ωB97M-V/def2-TZVPD) on a molecular structure, C21H20CdClFO3 at a distorted geometry.

Calculated values
HOMO = -14.3 eV

```
! wB97M-V def2-TZVPD RIJCOSX def2/J DEFGRID3
* xyz 2 1
C 0.7688 -3.7301 0.1040
O 0.0032 -3.2862 -1.0099
C -0.1942 -1.8788 -1.0158
C 0.5203 -1.3033 -2.2232
C 0.3225 0.2222 -2.4150
C 0.4273 1.0160 -1.1402
C 1.6874 1.4998 -0.6801
C 2.9742 1.2105 -1.3997
C 3.5814 -0.1100 -0.8722
C 4.7501 0.1035 0.0707
F 3.9948 -0.8720 -1.9439
C 1.7664 2.2642 0.4891
C 0.6596 2.5561 1.2640
C -0.5781 2.0580 0.8479
C -0.6909 1.2998 -0.3509
C -2.0686 0.8359 -0.7194
O -2.5580 0.8833 -1.8019
C -2.8834 0.3710 0.4580
C -3.7369 -0.7222 0.4222
C -4.4576 -1.0767 1.5676
Cl -5.4868 -2.4206 1.5424
C -4.3357 -0.3389 2.7496
C -3.4748 0.7653 2.8036
C -2.7338 1.1261 1.6298
C -1.7620 2.2638 1.6149
O -2.0793 3.3091 2.2331
H 0.2611 -3.5309 1.0497
H 1.7438 -3.2350 0.0957
H 0.9342 -4.7944 -0.0149
H -1.2768 -1.7277 -1.0978
H 0.2019 -1.4497 -0.0934
H 1.5815 -1.5111 -2.0910
H 0.1908 -1.7948 -3.1307
H -0.6297 0.3885 -2.9020
H 1.0727 0.5860 -3.1055
H 3.6465 2.0398 -1.2095
H 2.7888 1.1160 -2.4621
H 2.7799 -0.6490 -0.3609
H 5.2947 1.0086 -0.1835
H 4.3842 0.2175 1.0920
H 5.4238 -0.7443 0.0510
H 2.7279 2.6246 0.8244
H 0.7110 3.1344 2.1741
H -3.8222 -1.2956 -0.4904
H -4.8681 -0.6213 3.6452
H -3.2891 1.3069 3.7283
Cd -4.2728 2.8857 2.2565
*
```

natural (NBO) population analysis, charges in e, atoms 1 to 5:
1. C -0.248
2. O -0.534
3. C -0.062
4. C -0.414
5. C -0.478

---

ORCA calculation (ωB97M-V/def2-TZVPD) on a molecular structure, C21H20Cl3F3GeHfN4O2 at a distorted geometry.

Calculated values
HOMO (spin up / spin down) = -18.5 / -18.5 eV
expectation value of S² = 0.77

```
! wB97M-V def2-TZVPD RIJCOSX def2/J DEFGRID3
* xyz 3 2
Hf -0.5383 -0.0589 -0.0667
C 2.5420 0.2424 0.9895
C 2.0702 -0.8292 1.9540
C 0.7978 -0.5730 2.7248
C 0.6375 -1.1431 4.0014
C -0.5306 -0.9772 4.7317
C -1.5859 -0.2865 4.0949
C -1.3627 0.3361 2.8903
N -0.2121 0.1657 2.1502
N 1.7347 0.2959 -0.3012
C 2.2331 -0.7061 -1.3202
C 1.2215 -0.8901 -2.4464
C 1.5604 -1.6560 -3.5734
C 0.6703 -1.8391 -4.6044
C -0.6140 -1.2767 -4.4426
C -0.9167 -0.5528 -3.3122
N -0.0287 -0.3259 -2.2935
C 1.9455 1.6701 -0.9101
C 0.9678 2.6712 -0.3513
C 1.2926 4.0436 -0.3560
C 0.4259 4.9426 0.2179
C -0.7872 4.4663 0.7209
C -1.1151 3.1368 0.5565
N -0.2563 2.2214 0.0192
H 3.5933 0.0822 0.6945
H 2.5062 1.2517 1.4460
H 2.8606 -1.0063 2.7097
H 1.9559 -1.7795 1.3930
H 1.4781 -1.7333 4.3892
H -0.6673 -1.3970 5.7296
H -2.5673 -0.1766 4.5686
H -2.1487 0.9628 2.4416
H 2.4816 -1.6757 -0.8169
H 3.1294 -0.2919 -1.7573
H 2.5882 -2.0643 -3.5828
H 0.9025 -2.3840 -5.5106
H -1.3704 -1.4071 -5.2320
H -1.8965 -0.1332 -3.1542
H 1.8363 1.6006 -2.0088
H 2.9942 1.9537 -0.6851
H 2.2629 4.3525 -0.8072
H 0.6521 6.0104 0.2244
H -1.4761 5.1461 1.2232
H -2.1135 2.7475 0.8096
Cl -6.1178 -1.0213 -1.2784
Ge -4.6130 -0.8806 0.4913
Cl -2.9049 0.8121 -0.8596
Cl -5.3179 0.8772 1.9440
F -2.6627 -4.1502 -0.4855
C -1.3607 -3.8062 -0.7713
F -1.3547 -3.5518 -2.1554
F -0.5713 -4.8990 -0.5553
C -0.8885 -2.5525 -0.0012
O -1.7564 -1.7423 0.5672
O 0.3951 -2.2216 -0.0437
*
```

natural (NBO) population analysis, charges in e, atoms 1 to 5:
1. Hf 2.359
2. C -0.220
3. C -0.486
4. C 0.276
5. C -0.219

---

Q: What is the formula in the second record?
A: C21H19FN2O5S

---

Q: Which formula does entry 7 have?
A: C21H20CdClFO3

---

Repeat the fifth record exactly.
ORCA calculation (ωB97M-V/def2-TZVPD) on C21H19NO2 in the gas phase.

Calculated values
HOMO = -8.0 eV
SMILES string = CCOc1ccccc1NC(=O)c1ccccc1-c1ccccc1

```
! wB97M-V def2-TZVPD RIJCOSX def2/J DEFGRID3
* xyz 0 1
C 0.0755 -0.4771 -3.7370
C 0.5528 -1.5992 -2.8291
O 0.0420 -1.3499 -1.5358
C 0.2697 -2.2711 -0.5461
C 0.9679 -3.4554 -0.7022
C 1.1252 -4.3182 0.3742
C 0.5885 -4.0031 1.6059
C -0.1080 -2.8175 1.7789
C -0.2690 -1.9451 0.7152
N -0.9232 -0.7161 0.8112
C -1.3300 -0.0537 1.9302
O -1.4159 -0.5452 3.0369
C -1.7168 1.3671 1.6582
C -2.9176 1.8249 2.1867
C -3.3387 3.1222 1.9615
C -2.5479 3.9786 1.2131
C -1.3391 3.5395 0.7056
C -0.9009 2.2356 0.9212
C 0.4176 1.8173 0.4106
C 0.7893 2.1016 -0.9005
C 2.0212 1.6985 -1.3835
C 2.8958 1.0040 -0.5659
C 2.5415 0.7304 0.7450
C 1.3157 1.1397 1.2333
H 0.4223 0.4785 -3.3548
H 0.4628 -0.6251 -4.7409
H -1.0107 -0.4642 -3.7725
H 0.1858 -2.5657 -3.2003
H 1.6508 -1.6256 -2.7977
H 1.3985 -3.7188 -1.6554
H 1.6719 -5.2387 0.2354
H 0.7098 -4.6763 2.4403
H -0.5242 -2.5557 2.7371
H -0.9192 -0.2039 -0.0615
H -3.5159 1.1426 2.7718
H -4.2770 3.4658 2.3703
H -2.8673 4.9950 1.0352
H -0.7080 4.2202 0.1524
H 0.0983 2.6242 -1.5474
H 2.3009 1.9259 -2.4026
H 3.8532 0.6808 -0.9474
H 3.2231 0.1956 1.3897
H 1.0491 0.9378 2.2606
*
```

natural (NBO) population analysis, charges in e, atoms 1 to 5:
1. C -0.619
2. C -0.057
3. O -0.524
4. C 0.262
5. C -0.285

---

Q: Which formula does entry 8 have?
A: C21H20Cl3F3GeHfN4O2